ORCA calculation (the ωB97M-V functional and the def2-TZVPD basis) on C4H25N2O8 as an isolated structure.

- E_LUMO (eV) = 3.0
- strongest force on any atom (Eh/bohr) = 0.124
- orbital gap (Ha) = 0.3153
- highest occupied orbital energy (eV) = -5.6
- charge = -1

Positions of all 39 atoms, in Å:
C  0.49  1.31  0.98
O  0.21  2.30  0.07
C  0.98  0.01  0.09
C  0.83  -1.22  0.92
C  0.60  -2.59  0.17
N  -0.82  -2.47  -0.35
N  2.33  0.17  -0.49
H  -0.43  0.98  1.51
H  1.29  1.51  1.61
H  0.23  -0.01  -0.72
H  1.75  -1.43  1.48
H  0.07  -1.21  1.76
H  1.33  -2.80  -0.62
H  0.74  -3.51  0.76
H  -0.87  -3.22  -1.10
H  -0.84  -1.67  -0.96
H  2.59  1.14  -0.69
H  3.01  0.06  0.22
H  -0.11  0.00  4.33
H  0.37  1.00  3.27
O  0.41  0.77  4.18
H  1.50  2.84  -0.80
H  2.38  3.63  -1.84
O  2.33  3.25  -1.06
H  1.48  -1.47  -2.93
H  1.48  -0.10  -2.39
O  0.99  -0.70  -3.03
H  -1.27  -1.65  2.45
H  -2.49  -2.34  1.89
O  -2.09  -2.09  2.83
H  -2.15  2.78  -1.56
H  -0.82  2.06  -0.52
O  -1.79  1.92  -1.17
H  -3.43  1.26  -0.73
H  -2.81  0.49  0.23
O  -3.81  0.68  -0.11
H  -0.52  -0.26  -2.74
H  -1.59  0.73  -2.31
O  -1.54  -0.17  -2.62